The following is a DFT calculation (wB97M-V/def2-TZVPD) of a cluster of 11 separate species, C54H128BN8O26 in total in a non-equilibrium geometry.

Bonds (Å) are listed after each position.
CARTESIAN COORDINATES (ANGSTROEM)
1 O 1.3346 -1.2168 -4.3280  C2 1.192
2 C 1.0997 -0.7784 -3.2445  O1 1.192, O3 1.317, C6 1.552
3 O 0.4982 -1.3566 -2.2249  C2 1.317, B4 1.458
4 B 0.3348 -0.3900 -1.1455  O3 1.458, O5 1.480, O8 1.460, O12 1.483
5 O 1.0666 0.8287 -1.5583  B4 1.480, C6 1.313
6 C 1.5208 0.6394 -2.7756  C2 1.552, O5 1.313, O7 1.200
7 O 2.1558 1.4182 -3.4309  C6 1.200
8 O 0.8179 -0.7873 0.1738  B4 1.460, C9 1.320
9 C -0.1291 -0.6417 1.0822  O8 1.320, O10 1.198, C11 1.562
10 O -0.0677 -1.0187 2.2174  C9 1.198
11 C -1.4096 -0.1537 0.3322  C9 1.562, O12 1.318, O13 1.192
12 O -1.0890 -0.0296 -0.9398  B4 1.483, C11 1.318
13 O -2.4312 0.2241 0.8166  C11 1.192
14 C -2.3126 2.5212 3.2738  O15 1.412, H16 1.095, H17 1.096, H18 1.093
15 O -1.8600 2.8739 4.5643  C14 1.412, H19 0.984
16 H -2.4729 3.3967 2.6364  C14 1.095
17 H -1.5197 1.9688 2.7569  C14 1.096
18 H -3.2612 1.9780 3.3024  C14 1.093
19 H -1.6620 2.0322 5.0345  O15 0.984
20 C 3.9759 3.7589 -5.8091  O21 1.419, H22 1.093, H23 1.087, H24 1.097
21 O 3.1076 4.3518 -6.7615  C20 1.419, H25 0.976
22 H 3.7464 2.6954 -5.6986  C20 1.093
23 H 5.0196 3.8827 -6.0880  C20 1.087
24 H 3.8658 4.1709 -4.7987  C20 1.097
25 H 2.1986 4.1775 -6.4524  O21 0.976
26 C -4.2793 -0.4740 6.0378  O27 1.401, H35 1.092, H36 1.097, H37 1.093
27 O -3.5583 -1.4621 5.3548  C26 1.401, C28 1.416
28 C -2.4666 -0.9737 4.5963  O27 1.416, C29 1.544, H38 1.097, H39 1.085
29 C -1.2181 -0.6116 5.4294  C28 1.544, N30 1.461, H40 1.092, H41 1.098
30 N -1.3366 0.6145 6.2155  C29 1.461, C31 1.453, H42 1.013
31 C -0.0466 0.9709 6.7815  N30 1.453, C32 1.522, H43 1.092, H44 1.100
32 C -0.2279 2.0225 7.8669  C31 1.522, O33 1.431, H45 1.096, H46 1.093
33 O -1.1225 1.4846 8.8451  C32 1.431, C34 1.399
34 C -1.2909 2.3736 9.9126  O33 1.399, H47 1.097, H48 1.091, H49 1.093
35 H -5.2355 -0.8920 6.3576  C26 1.092
36 H -4.5290 0.3634 5.3750  C26 1.097
37 H -3.7994 -0.0761 6.9357  C26 1.093
38 H -2.7378 -0.0313 4.1052  C28 1.097
39 H -2.1724 -1.6206 3.7758  C28 1.085
40 H -0.4205 -0.4849 4.6939  C29 1.092
41 H -0.9939 -1.4852 6.0564  C29 1.098
42 H -1.9755 0.4952 6.9919  N30 1.013
43 H 0.5959 1.3698 5.9944  C31 1.092
44 H 0.4131 0.1044 7.2788  C31 1.100
45 H -0.7024 2.9057 7.4228  C32 1.096
46 H 0.6893 2.2850 8.3997  C32 1.093
47 H -0.3489 2.6212 10.4180  C34 1.097
48 H -1.8773 1.9176 10.7117  C34 1.091
49 H -1.7916 3.2971 9.6103  C34 1.093
50 C 3.8904 -1.4221 0.0279  O51 1.409, H59 1.094, H60 1.087, H61 1.099
51 O 3.6279 -2.6385 -0.6334  C50 1.409, C52 1.405
52 C 3.8519 -3.8016 0.1222  O51 1.405, C53 1.540, H62 1.098, H63 1.089
53 C 2.8841 -3.9274 1.3141  C52 1.540, N54 1.453, H64 1.101, H65 1.093
54 N 2.6867 -5.2697 1.8342  C53 1.453, C55 1.459, H66 1.008
55 C 1.9401 -6.0907 0.8865  N54 1.459, C56 1.537, H67 1.086, H68 1.095
56 C 1.7807 -7.4753 1.5342  C55 1.537, O57 1.430, H69 1.095, H70 1.099
57 O 0.9622 -7.3801 2.7031  C56 1.430, C58 1.409
58 C 0.9593 -8.6063 3.3970  O57 1.409, H71 1.095, H72 1.089, H73 1.097
59 H 3.3205 -1.3204 0.9556  C50 1.094
60 H 3.6609 -0.5405 -0.5658  C50 1.087
61 H 4.9599 -1.4425 0.2821  C50 1.099
62 H 4.8808 -3.7599 0.5024  C52 1.098
63 H 3.7980 -4.6773 -0.5226  C52 1.089
64 H 1.9242 -3.4584 1.0497  C53 1.101
65 H 3.3285 -3.2685 2.0637  C53 1.093
66 H 2.1737 -5.2783 2.7019  N54 1.008
67 H 2.4499 -6.2092 -0.0649  C55 1.086
68 H 0.9355 -5.6772 0.7503  C55 1.095
69 H 2.7525 -7.9499 1.7063  C56 1.095
70 H 1.3268 -8.1816 0.8248  C56 1.099
71 H 0.5360 -9.4356 2.8206  C58 1.095
72 H 0.4111 -8.4698 4.3278  C58 1.089
73 H 1.9692 -8.9383 3.6667  C58 1.097
74 C 6.1665 -5.4299 -4.0586  O75 1.409, H83 1.087, H84 1.097, H85 1.096
75 O 5.2270 -6.4503 -3.8115  C74 1.409, C76 1.418
76 C 4.3862 -6.7170 -4.9223  O75 1.418, C77 1.513, H86 1.100, H87 1.094
77 C 3.0560 -7.2512 -4.4382  C76 1.513, N78 1.455, H88 1.102, H89 1.094
78 N 2.0924 -6.1869 -4.2028  C77 1.455, C79 1.472, H90 1.016
79 C 2.4793 -5.2812 -3.1092  N78 1.472, C80 1.500, H91 1.095, H92 1.095
80 C 1.3325 -4.4812 -2.5660  C79 1.500, O81 1.427, H93 1.094, H94 1.099
81 O 0.5371 -5.3005 -1.7104  C80 1.427, C82 1.403
82 C -0.5620 -4.6158 -1.1716  O81 1.403, H95 1.091, H96 1.096, H97 1.098
83 H 6.6029 -5.1191 -3.1127  C74 1.087
84 H 5.7006 -4.5428 -4.5056  C74 1.097
85 H 6.9188 -5.7718 -4.7786  C74 1.096
86 H 4.8476 -7.4705 -5.5768  C76 1.100
87 H 4.2787 -5.8683 -5.6046  C76 1.094
88 H 3.2459 -7.9094 -3.5747  C77 1.102
89 H 2.6755 -7.9884 -5.1509  C77 1.094
90 H 1.2132 -6.6271 -3.9476  N78 1.016
91 H 3.1644 -4.5416 -3.5356  C79 1.095
92 H 3.0210 -5.8528 -2.3490  C79 1.095
93 H 0.7022 -3.9800 -3.3072  C80 1.094
94 H 1.7673 -3.6841 -1.9470  C80 1.099
95 H -1.0780 -5.3062 -0.5022  C82 1.091
96 H -1.2881 -4.2561 -1.9092  C82 1.096
97 H -0.2500 -3.7507 -0.5713  C82 1.098
98 C 1.9784 6.4002 -3.2866  O99 1.415, H107 1.092, H108 1.089, H109 1.096
99 O 0.5893 6.1406 -3.2082  C98 1.415, C100 1.422
100 C 0.3146 4.7740 -2.9247  O99 1.422, C101 1.512, H110 1.096, H111 1.090
101 C 0.7154 4.3428 -1.5317  C100 1.512, N102 1.464, H112 1.098, H113 1.094
102 N 0.2037 5.2194 -0.4772  C101 1.464, C103 1.458, H114 1.017
103 C -1.2433 5.1126 -0.3314  N102 1.458, C104 1.529, H115 1.090, H116 1.098
104 C -1.6695 5.6975 1.0161  C103 1.529, O105 1.416, H117 1.095, H118 1.100
105 O -3.0766 5.5749 1.1112  C104 1.416, C106 1.425
106 C -3.5478 6.1656 2.3197  O105 1.425, H119 1.088, H120 1.096, H121 1.091
107 H 2.5166 6.1392 -2.3727  C98 1.092
108 H 2.1154 7.4586 -3.5032  C98 1.089
109 H 2.3931 5.8495 -4.1381  C98 1.096
110 H 0.8497 4.1236 -3.6254  C100 1.096
111 H -0.7545 4.5851 -3.0235  C100 1.090
112 H 1.8107 4.3154 -1.4573  C101 1.098
113 H 0.4942 3.2785 -1.4107  C101 1.094
114 H 0.4641 6.1547 -0.7789  N102 1.017
115 H -1.6234 4.0925 -0.3892  C103 1.090
116 H -1.8045 5.6840 -1.0828  C103 1.098
117 H -1.3345 6.7199 1.2193  C104 1.095
118 H -1.1963 5.0833 1.7962  C104 1.100
119 H -4.6169 5.9892 2.4144  C106 1.088
120 H -3.4235 7.2488 2.2035  C106 1.096
121 H -2.9677 5.7789 3.1593  C106 1.091
122 C -4.2633 -7.9204 4.9147  O123 1.416, H131 1.093, H132 1.090, H133 1.095
123 O -2.9348 -8.2078 4.5168  C122 1.416, C124 1.437
124 C -2.5801 -7.4316 3.3611  O123 1.437, C125 1.507, H134 1.096, H135 1.091
125 C -2.1632 -6.0210 3.6914  C124 1.507, N126 1.462, H136 1.102, H137 1.094
126 N -1.3079 -5.4829 2.6347  C125 1.462, C127 1.472, H138 1.028
127 C -0.9490 -4.0732 2.8616  N126 1.472, C128 1.556, H139 1.090, H140 1.096
128 C -0.1421 -3.7775 4.1588  C127 1.556, O129 1.403, H141 1.094, H142 1.094
129 O 1.0423 -4.5283 4.2157  C128 1.403, C130 1.412
130 C 1.1933 -5.3478 5.3551  O129 1.412, H143 1.089, H144 1.095, H145 1.096
131 H -4.4378 -6.8549 5.0829  C122 1.093
132 H -4.5154 -8.4246 5.8475  C122 1.090
133 H -4.9552 -8.2919 4.1517  C122 1.095
134 H -3.3962 -7.5360 2.6370  C124 1.096
135 H -1.7374 -8.0007 2.9658  C124 1.091
136 H -1.6315 -6.0915 4.6543  C125 1.102
137 H -2.9654 -5.3178 3.9329  C125 1.094
138 H -0.4103 -5.9806 2.6871  N126 1.028
139 H -1.7375 -3.3331 2.7234  C127 1.090
140 H -0.2910 -3.8587 2.0113  C127 1.096
141 H -0.8115 -3.9111 5.0137  C128 1.094
142 H 0.1556 -2.7273 4.0880  C128 1.094
143 H 2.1972 -5.7644 5.2946  C130 1.089
144 H 0.4411 -6.1428 5.3694  C130 1.095
145 H 1.0603 -4.7895 6.2892  C130 1.096
146 C 1.5552 8.9273 -0.6408  O147 1.402, H155 1.093, H156 1.091, H157 1.101
147 O 1.0519 8.0842 0.3604  C146 1.402, C148 1.427
148 C 1.8567 8.1452 1.5374  O147 1.427, C149 1.518, H158 1.099, H159 1.095
149 C 1.4354 7.0916 2.5455  C148 1.518, N150 1.442, H160 1.102, H161 1.092
150 N 1.7286 5.7442 2.1238  C149 1.442, C151 1.450, H162 1.024
151 C 1.3564 4.7528 3.1149  N150 1.450, C152 1.525, H163 1.105, H164 1.092
152 C 1.3044 3.3547 2.5072  C151 1.525, O153 1.418, H165 1.100, H166 1.096
153 O 2.6422 3.0418 2.1557  C152 1.418, C154 1.414
154 C 2.7521 1.9228 1.2975  O153 1.414, H167 1.094, H168 1.096, H169 1.091
155 H 0.8584 8.9244 -1.4830  C146 1.093
156 H 2.5610 8.6574 -0.9674  C146 1.091
157 H 1.4891 9.9831 -0.3368  C146 1.101
158 H 1.6879 9.1372 1.9798  C148 1.099
159 H 2.9126 8.0759 1.2540  C148 1.095
160 H 0.3440 7.1832 2.6636  C149 1.102
161 H 1.9285 7.3948 3.4710  C149 1.092
162 H 1.2645 5.4987 1.2447  N150 1.024
163 H 0.3409 4.9779 3.4873  C151 1.105
164 H 2.0088 4.7368 3.9904  C151 1.092
165 H 0.6727 3.3978 1.6074  C152 1.100
166 H 0.9564 2.5733 3.1932  C152 1.096
167 H 2.0839 2.0982 0.4487  C154 1.094
168 H 2.5503 0.9600 1.7807  C154 1.096
169 H 3.7866 1.9227 0.9519  C154 1.091
170 C -5.1640 4.8155 -1.2605  O171 1.410, H179 1.089, H180 1.099, H181 1.091
171 O -5.5516 3.5103 -0.8938  C170 1.410, C172 1.413
172 C -4.7620 3.0273 0.1739  O171 1.413, C173 1.538, H182 1.092, H183 1.095
173 C -5.4726 1.8653 0.8882  C172 1.538, N174 1.476, H184 1.092, H185 1.095
174 N -6.1742 0.9887 -0.0694  C173 1.476, C175 1.468, H186 1.019
175 C -5.2009 0.1430 -0.7718  N174 1.468, C176 1.523, H187 1.098, H188 1.092
176 C -5.8671 -0.6842 -1.8634  C175 1.523, O177 1.416, H189 1.101, H190 1.095
177 O -6.5866 0.1543 -2.7496  C176 1.416, C178 1.418
178 C -6.9707 -0.5827 -3.8985  O177 1.418, H191 1.094, H192 1.087, H193 1.097
179 H -5.7902 5.1793 -2.0741  C170 1.089
180 H -4.1652 4.7766 -1.7163  C170 1.099
181 H -5.1460 5.4891 -0.4024  C170 1.091
182 H -4.5858 3.8375 0.8850  C172 1.092
183 H -3.8217 2.6330 -0.2261  C172 1.095
184 H -6.2327 2.3093 1.5351  C173 1.092
185 H -4.7562 1.3011 1.4937  C173 1.095
186 H -6.6186 0.2898 0.5247  N174 1.019
187 H -4.7031 -0.5438 -0.0741  C175 1.098
188 H -4.3542 0.6550 -1.2335  C175 1.092
189 H -6.6046 -1.3635 -1.4083  C176 1.101
190 H -5.1295 -1.2746 -2.4173  C176 1.095
191 H -6.0710 -0.9563 -4.3954  C178 1.094
192 H -7.5731 0.0086 -4.5826  C178 1.087
193 H -7.5852 -1.4239 -3.5541  C178 1.097
194 C -0.1014 5.4241 -6.6843  O195 1.410, H203 1.096, H204 1.087, H205 1.095
195 O 0.3929 4.1447 -6.3584  C194 1.410, C196 1.424
196 C -0.4280 3.1344 -6.9363  O195 1.424, C197 1.533, H206 1.092, H207 1.097
197 C 0.2097 1.7812 -6.6032  C196 1.533, N198 1.466, H208 1.092, H209 1.096
198 N 1.2975 1.5650 -7.5624  C197 1.466, C199 1.474, H210 1.015
199 C 2.0486 0.3704 -7.1368  N198 1.474, C200 1.503, H211 1.092, H212 1.095
200 C 3.1733 0.0141 -8.0683  C199 1.503, O201 1.408, H213 1.101, H214 1.103
201 O 4.1932 0.9838 -8.0157  C200 1.408, C202 1.396
202 C 5.3374 0.6039 -8.7188  O201 1.396, H215 1.096, H216 1.088, H217 1.100
203 H -0.1334 5.6125 -7.7630  C194 1.096
204 H 0.5132 6.1993 -6.2334  C194 1.087
205 H -1.1321 5.5565 -6.3396  C194 1.095
206 H -0.5515 3.2609 -8.0143  C196 1.092
207 H -1.4221 3.2167 -6.4790  C196 1.097
208 H -0.5386 0.9937 -6.7100  C197 1.092
209 H 0.4823 1.8042 -5.5414  C197 1.096
210 H 1.9124 2.3705 -7.6213  N198 1.015
211 H 1.3181 -0.4409 -7.1357  C199 1.092
212 H 2.3968 0.5499 -6.1146  C199 1.095
213 H 2.8146 -0.2144 -9.0842  C200 1.101
214 H 3.6108 -0.9659 -7.8141  C200 1.103
215 H 5.8146 -0.3017 -8.3284  C202 1.096
216 H 6.0452 1.4305 -8.7373  C202 1.088
217 H 5.1158 0.3951 -9.7753  C202 1.100

Total charge: -1
LUMO energy (eV): 2.113
E (Eh): -4553.369613

Atomic partial charges in e from the Mulliken method, atoms 1 to 99:
1. O -0.631
2. C 0.244
3. O -0.594
4. B 0.432
5. O 0.138
6. C 0.514
7. O -0.742
8. O 0.297
9. C 0.237
10. O -0.558
11. C 0.596
12. O -0.934
13. O -0.235
14. C 0.781
15. O -0.717
16. H -0.768
17. H -0.104
18. H 0.182
19. H 0.398
20. C -0.186
21. O -0.567
22. H -0.028
23. H 0.351
24. H 0.115
25. H 0.298
26. C -0.642
27. O -0.455
28. C 2.357
29. C -0.817
30. N 0.162
31. C -0.579
32. C -0.768
33. O -0.355
34. C -0.771
35. H 0.316
36. H 0.191
37. H 0.242
38. H -1.061
39. H -0.844
40. H 0.227
41. H 0.556
42. H 0.095
43. H 0.265
44. H 0.455
45. H 0.313
46. H 0.509
47. H 0.294
48. H 0.256
49. H 0.315
50. C -0.484
51. O -0.073
52. C -1.112
53. C 0.123
54. N -0.396
55. C 1.140
56. C -1.730
57. O -0.133
58. C -1.154
59. H 0.168
60. H 0.031
61. H 0.448
62. H 0.502
63. H 0.200
64. H -0.080
65. H 0.424
66. H 0.385
67. H 0.051
68. H -0.481
69. H 0.525
70. H 0.494
71. H 0.364
72. H 0.323
73. H 0.326
74. C -0.772
75. O -0.318
76. C -0.621
77. C -0.662
78. N -0.370
79. C -0.909
80. C 0.812
81. O -0.386
82. C -0.639
83. H 0.250
84. H 0.319
85. H 0.321
86. H 0.453
87. H 0.372
88. H 0.289
89. H 0.510
90. H 0.278
91. H 0.130
92. H 0.252
93. H 0.623
94. H -0.617
95. H 0.418
96. H 0.464
97. H -0.058
98. C -0.478
99. O -0.441